Entry 1:
The following is a DFT calculation (the ωB97M-V functional and the def2-TZVPD basis) of a structure of composition C28H20N3O2PRuSe2.

```
57
Properties=species:S:1:pos:R:3:nbo_charge:R:1
Ru 1.4710 -0.2563 -0.0225 0.73
O 1.5738 -6.3071 3.0542 -0.70
C 1.7108 -5.3269 3.7309 0.80
O 1.8430 -4.9533 4.8633 -0.70
C 1.7098 -3.9917 2.7320 -0.04
C 1.8394 -2.7412 3.3085 -0.19
C 1.8196 -1.6409 2.4590 0.22
N 1.6827 -1.8285 1.1195 -0.45
C 1.5377 -3.0593 0.5606 0.13
C 1.5500 -4.1881 1.3723 -0.17
C 1.3842 -3.0146 -0.8734 0.20
C 1.2206 -4.1345 -1.6987 -0.20
C 1.0720 -3.9728 -3.0553 -0.11
C 1.1107 -2.6783 -3.5910 -0.23
C 1.2884 -1.6140 -2.7384 0.08
N 1.4093 -1.7483 -1.4127 -0.44
C 1.9295 -0.2502 2.8283 0.18
C 2.0907 0.2213 4.1373 -0.20
C 2.1815 1.5721 4.3744 -0.11
C 2.1288 2.4555 3.2875 -0.23
C 1.9755 1.9406 2.0213 0.07
N 1.8631 0.6305 1.7717 -0.44
H 1.9400 -2.6357 4.3754 0.26
H 1.4311 -5.1798 0.9704 0.26
H 1.2117 -5.1187 -1.2602 0.25
H 0.9367 -4.8243 -3.7026 0.25
H 1.0058 -2.5066 -4.6486 0.25
H 1.3385 -0.5999 -3.1236 0.22
H 2.1424 -0.4827 4.9517 0.25
H 2.2985 1.9513 5.3768 0.24
H 2.2053 3.5204 3.4258 0.25
H 1.9363 2.6022 1.1604 0.23
Se 1.2077 1.6936 -1.4206 -0.21
P -0.9479 1.3746 -0.9048 1.00
Se -1.2376 -0.3884 0.3934 -0.11
C -1.5148 2.8904 -0.0744 -0.34
C -1.4251 4.0919 -0.7723 -0.20
C -1.7970 5.2640 -0.1406 -0.20
C -2.2446 5.2380 1.1721 -0.17
C -2.3164 4.0390 1.8638 -0.19
C -1.9486 2.8593 1.2430 -0.22
C -1.9074 1.1142 -2.4285 -0.33
C -1.2971 1.0659 -3.6733 -0.22
C -2.0617 0.7883 -4.7929 -0.20
C -3.4230 0.5708 -4.6665 -0.17
C -4.0270 0.6151 -3.4189 -0.18
C -3.2713 0.8786 -2.2904 -0.21
H -1.0524 4.0945 -1.7879 0.23
H -1.7326 6.2019 -0.6706 0.23
H -2.5438 6.1551 1.6565 0.23
H -2.6577 4.0226 2.8874 0.23
H -1.9953 1.9161 1.7741 0.24
H -0.2345 1.2533 -3.7627 0.22
H -1.5872 0.7360 -5.7608 0.23
H -4.0154 0.3635 -5.5457 0.23
H -5.0855 0.4306 -3.3265 0.23
H -3.7222 0.8907 -1.3072 0.23
```

Values from the calculation:
Frontier orbital gap (alpha / beta) = 4.600 / 4.768 eV
E_tot = -6632.6899 a.u.
LUMO level (alpha / beta) = -5.347 / -5.181 eV
Max |F| = 0.0658 hartree/bohr
Spin multiplicity = 2
Highest occupied orbital energy (alpha / beta) = -9.948 / -9.949 eV
Total charge = +1

***

Entry 2:
The following is a DFT calculation (the ωB97M-V functional and the def2-TZVPD basis) of a structure of composition C28H21BrN4O8SSr.

```
64
Properties=species:S:1:pos:R:3:nbo_charge:R:1
Sr -0.1391 0.5752 1.0371 1.84
O 0.3713 0.4875 3.3026 -0.87
C 0.0878 1.0089 4.4404 0.40
C 0.7105 0.5591 5.6377 -0.29
C 0.4225 1.1138 6.8696 -0.22
C -0.5076 2.1543 7.0011 -0.33
C -1.1217 2.6159 5.8428 -0.16
C -0.8464 2.0888 4.5827 -0.22
C -1.5113 2.7450 3.4224 0.11
N -1.2427 2.4816 2.2141 -0.38
N -1.9761 3.2158 1.2374 -0.49
C -1.4205 3.0904 0.0423 0.54
O -0.3162 2.5086 -0.2714 -0.84
C -2.2424 3.7195 -1.0613 0.00
C -2.2028 3.1279 -2.3190 -0.20
C -2.9598 3.6451 -3.3683 -0.21
C -3.7474 4.7749 -3.1722 -0.24
C -3.7782 5.3783 -1.9154 -0.24
C -3.0342 4.8482 -0.8642 -0.22
H 1.4133 -0.2623 5.5502 0.19
H 0.9261 0.7281 7.7505 0.19
H -0.7370 2.5881 7.9656 0.19
H -1.8432 3.4312 5.9018 0.19
H -2.2533 3.5201 3.6313 0.15
H -1.5877 2.2442 -2.4583 0.26
H -2.9361 3.1564 -4.3373 0.20
H -4.3384 5.1776 -3.9892 0.19
H -4.3888 6.2608 -1.7524 0.19
H -3.0673 5.2920 0.1239 0.22
O -3.4183 -0.2426 -1.4762 -0.97
S -2.1967 -0.8093 -0.9948 2.57
O -1.9700 -2.2191 -1.2952 -1.02
O -1.9318 -0.5262 0.4504 -1.12
O -1.0081 0.0039 -1.7404 -0.97
C 3.2345 -0.1186 2.9411 -0.24
O 2.5823 -0.3656 1.7087 -0.51
C 2.6821 -1.6247 1.1845 0.23
C 3.4337 -2.6344 1.7468 -0.33
C 3.5572 -3.8453 1.0472 -0.11
Br 4.5816 -5.2643 1.8296 -0.03
C 2.9879 -4.0016 -0.1848 -0.21
C 2.2085 -2.9657 -0.7419 -0.20
C 1.9632 -1.7856 -0.0424 0.43
O 1.2154 -0.7793 -0.4326 -0.91
C 1.7626 -3.1430 -2.1521 0.40
N 2.4461 -3.7639 -3.0930 -0.53
C 1.6064 -3.6951 -4.2078 0.16
C 1.7907 -4.1873 -5.5051 -0.24
C 0.7859 -3.9843 -6.4402 -0.26
C -0.3976 -3.2929 -6.1019 -0.25
C -0.5921 -2.7924 -4.8247 -0.21
C 0.4328 -3.0140 -3.9020 0.08
N 0.5755 -2.6522 -2.5809 -0.53
H 4.3123 -0.2585 2.8397 0.16
H 2.8464 -0.7657 3.7278 0.18
H 3.0134 0.9092 3.2059 0.21
H 3.9381 -2.4992 2.6912 0.22
H 3.1370 -4.9015 -0.7661 0.23
H -0.1040 -0.2990 -1.3467 0.52
H 2.7037 -4.7150 -5.7609 0.20
H 0.9084 -4.3590 -7.4491 0.19
H -1.1654 -3.1443 -6.8516 0.20
H -1.4923 -2.2536 -4.5507 0.23
H -0.1626 -2.2854 -1.9764 0.47
```

Values from the calculation:
Frontier orbital gap = 6.369 eV
E_tot = -4903.7621 a.u.
LUMO level = 3.924 eV
Max |F| = 0.0561 hartree/bohr
Spin multiplicity = 1
Highest occupied orbital energy = -2.445 eV
Total charge = -2

***

Among the records above, which one has the lowest E_tot? C28H20N3O2PRuSe2